1.
DFT (ωB97M-V/def2-TZVPD) results for a molecular structure, C50H52IN9O2PV at a distorted geometry.

Structure (ORCA input):
```
! RIJCOSX wB97M-V def2-TZVPD def2/J DEFGRID3
* xyz 3 2
V -0.609 -0.018 0.077
C 7.928 1.246 6.083
O 7.148 2.264 6.718
C 6.262 2.948 5.991
C 5.594 3.973 6.669
C 4.690 4.755 5.997
C 4.369 4.487 4.659
C 5.064 3.485 3.977
C 6.013 2.719 4.630
N 3.420 5.389 4.119
N 2.679 5.098 3.150
C 2.308 3.798 2.759
C 1.808 2.853 3.688
C 1.025 1.748 3.337
C 0.838 1.490 2.011
O 0.058 0.521 1.585
C 1.601 2.226 0.980
N 0.402 1.017 -0.951
C 0.197 3.452 -0.684
C 1.139 4.639 -0.549
C 2.016 4.677 0.459
C 2.000 3.600 1.423
H 8.559 0.833 6.860
H 8.547 1.677 5.296
H 7.280 0.466 5.680
H 5.837 4.148 7.708
H 4.190 5.578 6.492
H 4.931 3.357 2.911
H 6.585 1.984 4.084
H 1.925 3.086 4.741
H 0.529 1.146 4.086
H -0.216 3.435 -1.697
H 1.077 5.447 -1.267
H 2.638 5.545 0.631
I 3.350 -0.575 -0.927
C 4.253 -2.231 -0.056
C 5.510 -1.990 0.419
C 6.333 -3.056 0.835
C 5.885 -4.326 0.668
C 4.590 -4.592 0.152
C 4.234 -5.942 -0.095
C 3.037 -6.249 -0.656
C 2.106 -5.215 -0.869
C 2.354 -3.894 -0.582
P 0.762 -2.943 -0.383
C -0.102 -3.361 2.181
C -1.377 -2.451 2.236
C -2.371 -2.709 3.354
C -2.154 -3.634 4.281
C -1.010 -4.558 4.193
C -0.126 -4.478 3.205
C -0.099 -3.141 -1.989
C -0.591 -4.278 -2.641
C -1.176 -4.189 -3.897
C -1.279 -2.968 -4.551
C -0.783 -1.829 -3.937
C -0.206 -1.926 -2.677
C 3.683 -3.533 -0.158
H 5.901 -0.982 0.427
H 7.325 -2.856 1.215
H 6.525 -5.169 0.899
H 4.951 -6.718 0.145
H 2.775 -7.271 -0.894
H 1.133 -5.509 -1.240
H -1.040 -1.428 2.413
H -3.244 -2.067 3.400
H -2.854 -3.750 5.099
H -0.914 -5.330 4.945
H 0.703 -5.176 3.143
H -0.531 -5.262 -2.205
H -1.542 -5.089 -4.375
H -1.717 -2.913 -5.538
H -0.826 -0.875 -4.448
H 0.247 -1.044 -2.237
C -4.391 3.053 1.348
N -3.040 3.445 0.922
C -2.678 4.837 1.197
C -1.266 4.947 0.661
N -0.899 3.548 0.310
C 1.080 2.233 -0.472
C -2.035 2.742 0.383
N -2.079 1.461 0.008
C -3.395 0.768 -0.059
C -3.148 -0.617 -0.620
N -2.113 -1.184 0.278
C -2.100 -2.401 0.890
N 0.006 -3.924 0.815
C 1.149 -2.549 2.545
C -0.865 -5.074 0.606
C -2.321 -4.762 1.006
N -2.690 -3.462 0.416
C -3.341 -3.548 -0.906
H -4.776 3.877 1.943
H -4.387 2.177 1.986
H -5.060 2.910 0.504
H -2.725 5.017 2.271
H -3.375 5.513 0.706
H -0.576 5.349 1.397
H -1.227 5.576 -0.228
H 1.952 2.367 -1.114
H 0.292 1.070 -1.963
H 2.549 1.645 0.969
H -4.111 1.286 -0.695
H -3.823 0.630 0.930
H -2.788 -0.557 -1.652
H -4.080 -1.174 -0.613
H 1.272 -1.651 1.939
H 2.039 -3.168 2.423
H 1.083 -2.253 3.594
H -0.542 -5.931 1.201
H -0.827 -5.379 -0.430
H -2.444 -4.729 2.081
H -2.999 -5.519 0.621
H -3.151 -4.541 -1.300
H -2.918 -2.833 -1.602
H -4.417 -3.414 -0.808
*
```

maximum force = 0.0563 Eh/bohr
E = -113249.6965 eV
Kohn-Sham gap (alpha / beta) = 4.8 / 4.8 eV
HOMO energy (alpha / beta) = -14.06 / -14.06 eV

***

2.
DFT (ωB97M-V/def2-TZVPD) results for a molecular structure, C50H53N4O4P3STi at a distorted geometry.

Structure (ORCA input):
```
! RIJCOSX wB97M-V def2-TZVPD def2/J DEFGRID3
* xyz 2 3
Ti 13.549 16.577 13.497
O 12.456 12.550 12.967
S 11.602 12.807 14.207
C 10.060 13.214 13.352
C 9.148 12.187 12.914
C 8.079 12.526 12.106
C 7.896 13.846 11.760
C 8.731 14.827 12.207
C 9.856 14.530 12.954
P 11.025 15.907 13.283
C 11.397 16.331 11.542
C 11.865 17.586 11.197
C 12.133 17.934 9.826
C 11.744 17.097 8.799
C 11.188 15.804 9.164
C 11.197 15.411 10.460
C 9.808 17.057 14.050
C 9.560 16.850 15.433
C 8.633 17.643 16.097
C 7.807 18.532 15.411
C 7.823 18.478 13.959
C 8.840 17.803 13.323
C 11.024 11.350 15.099
C 9.775 11.507 15.760
C 9.302 10.483 16.617
C 9.935 9.254 16.567
C 11.090 9.031 15.850
C 11.707 10.134 15.208
P 13.406 10.024 14.478
C 13.140 8.457 13.500
C 12.028 8.723 12.613
C 11.572 7.726 11.794
C 12.207 6.471 11.788
C 13.421 6.331 12.433
C 13.785 7.250 13.402
C 14.265 9.379 15.924
C 13.833 9.736 17.201
C 14.633 9.349 18.328
C 15.784 8.613 18.155
C 16.246 8.401 16.835
C 15.544 8.797 15.759
H 9.347 11.179 13.292
H 7.379 11.713 11.766
H 7.091 14.035 11.044
H 8.551 15.925 12.019
H 12.059 18.400 11.940
H 12.653 18.859 9.593
H 11.950 17.438 7.789
H 10.892 15.086 8.355
H 10.866 14.435 10.706
H 10.223 16.199 15.979
H 8.523 17.467 17.175
H 7.203 19.239 16.027
H 7.143 19.040 13.405
H 8.945 17.881 12.241
H 9.303 12.487 15.792
H 8.535 10.647 17.379
H 9.544 8.350 17.049
H 11.502 8.046 15.871
H 11.535 9.729 12.628
H 10.698 7.882 11.164
H 11.766 5.613 11.217
H 14.063 5.496 12.251
H 14.592 7.005 14.083
H 12.809 10.089 17.340
H 14.224 9.634 19.328
H 16.336 8.151 19.005
H 17.323 8.058 16.840
H 15.823 8.503 14.752
C 15.982 14.462 16.750
N 14.974 15.446 17.243
C 15.083 15.639 18.684
C 14.104 16.054 16.499
C 13.172 16.979 17.135
O 14.126 15.982 15.206
H 16.913 14.942 16.491
H 15.679 13.886 15.820
H 16.261 13.785 17.589
H 16.164 15.885 18.902
H 15.002 14.677 19.245
H 14.604 16.515 19.126
H 13.726 17.826 17.570
H 12.641 16.435 17.889
H 12.431 17.307 16.337
C 14.721 15.254 12.397
C 14.887 15.293 11.018
C 15.606 16.391 10.424
C 15.882 16.327 9.067
C 15.522 15.147 8.333
C 14.808 14.093 8.928
C 14.387 14.238 10.225
C 15.695 15.072 6.912
N 15.953 15.081 5.792
H 15.666 15.389 12.982
H 14.268 14.341 12.829
H 15.875 17.210 11.080
H 16.437 17.107 8.576
H 14.654 13.195 8.351
H 13.818 13.393 10.665
N 14.290 21.951 15.284
C 14.550 20.431 15.186
P 14.622 19.864 13.431
O 13.621 20.702 12.709
O 14.218 18.361 13.453
C 16.262 20.373 12.901
N 16.269 21.623 12.068
H 14.051 22.238 16.215
H 13.495 22.163 14.657
H 15.160 22.462 14.973
H 13.836 19.873 15.795
H 15.491 20.219 15.771
H 16.833 19.589 12.325
H 16.941 20.422 13.829
H 15.273 21.688 11.712
H 16.955 21.581 11.280
H 16.495 22.447 12.659
*
```

relative energy (zero: lowest compared OMol25 entry of this formula, charge and spin) = 70.8 kcal per mole
maximum force = 0.1122 Eh/bohr
E = -128659.0204 eV
Kohn-Sham gap (alpha / beta) = 3.1 / 3.8 eV
HOMO energy (alpha / beta) = -9.82 / -10.59 eV